[1]
C21H20F3N3O3S | ωB97M-V with the def2-TZVPD basis set

Geometry as XYZ:
```
51
Properties=species:S:1:pos:R:3:forces:R:3:nbo_charge:R:1
C 4.0267 -1.5361 -1.4935 0.1 -0.1 0.0 -0.252
O 3.2030 -0.4126 -1.6951 -0.2 0.2 -0.1 -0.523
C 1.8537 -0.5950 -1.7546 -0.2 0.1 -0.1 0.374
C 1.1030 0.5240 -2.1183 0.3 -0.1 0.0 -0.292
C -0.2708 0.4443 -2.1963 0.0 -0.1 0.0 -0.194
C -0.9350 -0.7476 -1.9262 -0.1 -0.1 -0.1 -0.068
C -2.4311 -0.8377 -2.0055 -0.1 0.0 0.3 -0.425
C -3.0666 -0.7203 -0.6124 -0.3 -0.1 -0.3 -0.217
N -2.8203 0.5719 -0.0158 0.3 -0.3 0.0 -0.662
C -3.7694 1.5267 -0.0291 0.2 0.4 0.3 0.683
O -4.8948 1.3329 -0.4446 -0.4 0.1 -0.2 -0.640
C -3.3982 2.8938 0.5389 -0.1 0.0 -0.1 -0.511
C -2.1198 3.0313 1.3501 0.4 0.2 -0.3 -0.527
S -0.6385 3.4405 0.3322 -0.6 0.4 0.0 0.291
C 0.4332 2.1209 0.6668 0.3 -0.4 0.3 0.277
N -0.0706 0.9816 1.1233 0.1 -0.2 0.0 -0.522
C 0.7851 -0.0054 1.3859 0.9 0.3 -0.1 0.239
C 0.2287 -1.2507 1.8442 -1.3 -0.1 0.3 0.206
C -1.0524 -1.5745 2.2315 0.9 0.4 -0.3 -0.237
C -1.0254 -2.9412 2.5671 0.5 -0.4 -0.1 -0.317
C 0.2609 -3.3512 2.3618 -0.8 -0.4 0.3 0.120
O 1.0229 -2.3423 1.9333 0.5 0.3 -0.2 -0.387
C 2.1671 0.1680 1.2199 -0.2 0.2 0.0 -0.291
C 2.5634 1.3920 0.7117 -0.3 -0.4 0.2 0.170
C 4.0212 1.7272 0.4901 0.6 0.2 0.0 0.957
F 4.2604 2.2535 -0.7081 -0.2 0.0 -0.1 -0.302
F 4.4546 2.6154 1.4025 -0.2 0.1 0.1 -0.317
F 4.8145 0.6523 0.6179 -0.1 -0.3 0.0 -0.325
N 1.7158 2.3642 0.4255 0.1 0.3 -0.1 -0.455
C -0.1816 -1.8505 -1.5539 -0.1 0.1 -0.1 -0.144
C 1.1984 -1.7867 -1.4669 0.4 0.0 0.0 -0.349
H 3.8701 -2.2891 -2.2721 0.0 0.0 0.0 0.180
H 5.0478 -1.1635 -1.5462 0.0 -0.1 0.0 0.208
H 3.8625 -1.9893 -0.5105 0.0 0.0 0.0 0.170
H 1.6248 1.4427 -2.3368 0.1 0.1 0.0 0.234
H -0.8364 1.3188 -2.4841 -0.1 0.1 0.0 0.221
H -2.8242 -0.0396 -2.6364 -0.1 0.0 0.0 0.219
H -2.7249 -1.7963 -2.4366 0.0 0.0 -0.1 0.215
H -4.1507 -0.8300 -0.6926 0.2 -0.1 0.1 0.239
H -2.6646 -1.4988 0.0422 -0.1 0.0 -0.1 0.191
H -1.8653 0.7727 0.2548 -0.1 0.1 0.2 0.434
H -3.3760 3.5890 -0.3043 -0.1 0.0 0.0 0.237
H -4.2473 3.1930 1.1588 0.0 -0.1 -0.1 0.241
H -1.8798 2.1388 1.9230 0.0 0.1 0.1 0.249
H -2.2128 3.8801 2.0281 0.0 -0.1 0.0 0.234
H -1.8868 -0.9064 2.2811 -0.2 0.2 0.0 0.245
H -1.8441 -3.5379 2.9126 -0.1 -0.2 0.1 0.237
H 0.7330 -4.3062 2.4856 0.2 -0.1 0.0 0.209
H 2.8649 -0.6124 1.4665 0.1 -0.1 0.0 0.251
H -0.6781 -2.7860 -1.3359 -0.1 -0.1 0.0 0.203
H 1.7496 -2.6684 -1.1797 0.1 -0.1 0.0 0.221
```
Forces are in eV/Å.

- SMILES: COc1ccc(CCNC(=O)CCSc2nc(-c3ccco3)cc(C(F)(F)F)n2)cc1
- Charge: 0
- Multiplicity: 1
- E: -51703.1409 eV

[2]
C21H20FN2O3 | ωB97M-V with the def2-TZVPD basis set

Geometry as XYZ:
```
47
Properties=species:S:1:pos:R:3:forces:R:3:nbo_charge:R:1
C 1.0445 3.5153 1.6995 -0.5 -0.1 0.9 -0.663
C -0.2004 2.5745 1.7428 0.2 -0.5 -0.7 0.269
N -1.1582 2.8387 2.7276 -0.9 -1.9 -1.4 -0.465
C -2.2779 2.0427 2.8847 -1.1 -1.2 -1.3 0.339
C -3.3403 2.2800 4.0000 1.7 -2.0 1.1 -0.486
C -2.9654 1.0501 5.0802 2.3 2.9 1.1 0.227
C -1.3540 0.6350 5.0793 -1.7 -1.4 0.3 -0.527
O -2.1576 1.4405 6.2092 -3.7 -2.2 -2.5 -0.447
C -2.5287 0.9027 1.9803 2.5 1.5 -0.5 -0.238
C -1.5554 0.5874 0.9305 -0.2 1.8 2.5 -0.029
C -1.8333 -0.6492 0.0215 -0.6 -0.3 0.0 0.758
O -1.6610 -0.6614 -1.1545 0.3 0.3 0.7 -0.447
O -2.3572 -1.7804 0.6764 0.0 1.7 -0.2 -0.690
C -0.3552 1.4623 0.8267 -1.1 -0.8 0.2 0.044
C 0.6825 1.0682 -0.2689 -0.2 1.2 0.3 -0.143
C 0.9367 2.0291 -1.3597 2.2 -3.7 -0.2 -0.162
C 1.9084 1.4953 -2.3526 -1.7 -0.4 2.5 -0.229
C 2.4253 0.1532 -2.0933 0.4 1.1 -1.1 0.046
N 2.1907 -0.6941 -1.0579 -1.2 2.0 0.3 -0.405
C 1.3060 -0.2457 -0.1296 -0.2 2.0 -1.2 0.046
H 1.9481 2.9227 2.0211 -0.8 0.6 -0.7 0.271
H 0.9377 4.3334 2.4721 0.0 -0.8 -0.8 0.232
H 1.1797 4.0055 0.7031 0.0 -0.7 0.9 0.263
H -1.0223 3.6231 3.3758 0.0 -0.5 -0.4 0.451
H -4.3833 2.0775 3.6576 0.9 0.5 0.1 0.261
H -3.2037 3.2305 4.5699 -0.3 -0.7 -0.6 0.266
H -3.7348 0.1962 5.2041 1.4 1.4 -0.1 0.238
H -1.7244 -0.4621 4.9506 0.1 0.5 1.3 0.213
H -0.6978 0.3371 5.9386 1.0 0.7 -1.4 0.357
H -3.4333 0.2704 2.1129 0.8 0.8 0.1 0.237
H -3.2299 -1.5421 1.0528 0.6 -0.4 -0.1 0.488
H 0.4626 3.0311 -1.4396 0.3 -1.0 0.1 0.237
H 2.1859 2.0870 -3.2624 -0.2 -0.9 1.0 0.251
H 3.1459 -0.2324 -2.8673 -0.8 0.3 0.9 0.224
H 1.0374 -0.8818 0.7565 0.5 0.6 -1.0 0.214
F 0.2538 -2.7712 -6.4573 -0.1 0.0 -0.1 -0.322
C 1.1155 -3.1782 -5.5102 0.4 -0.2 0.4 0.401
C 1.1412 -2.5246 -4.2910 -0.1 0.2 0.0 -0.297
C 2.0290 -2.9485 -3.3095 0.1 -0.2 -0.1 -0.210
C 2.8868 -4.0136 -3.5635 0.0 0.0 0.0 -0.231
C 2.8538 -4.6584 -4.7947 -0.1 0.2 0.1 -0.187
C 1.9593 -4.2424 -5.7729 0.0 -0.1 -0.2 -0.284
H 0.4705 -1.6915 -4.1150 0.0 0.0 0.0 0.223
H 2.0516 -2.4472 -2.3476 0.0 -0.2 -0.2 0.233
H 3.5820 -4.3410 -2.7989 0.0 0.0 -0.1 0.216
H 3.5252 -5.4854 -4.9931 -0.1 0.0 0.0 0.221
H 1.9135 -4.7383 -6.7345 0.0 0.1 0.0 0.232
```
Forces are in eV/Å.

- Charge: +1
- Multiplicity: 1
- E: -33927.1673 eV

[3]
C21H20N2O4 | ωB97M-V with the def2-TZVPD basis set

Geometry as XYZ:
```
47
Properties=species:S:1:pos:R:3:forces:R:3:nbo_charge:R:1
C -1.0879 -2.6756 -1.9959 0.0 0.1 -0.1 -0.644
C -2.1338 -1.8608 -1.3305 -0.5 0.3 0.4 0.165
N -2.9767 -1.1287 -2.0087 0.6 -0.4 -1.0 -0.142
O -3.7889 -0.5052 -1.1210 -0.4 0.3 0.7 -0.278
C -3.4380 -0.8501 0.1255 0.8 -0.8 0.1 0.361
C -4.1886 -0.2787 1.2688 0.0 0.0 -0.2 -0.675
C -2.3872 -1.7269 0.0655 -0.6 0.4 -0.1 -0.201
C -1.6672 -2.3715 1.2013 -0.5 0.2 0.1 -0.083
O -0.2574 -2.4257 1.0001 0.2 -0.2 0.0 -0.502
C 0.3614 -1.2533 0.8112 -0.2 0.4 0.0 0.794
O -0.2381 -0.1945 0.8482 0.2 -0.3 0.1 -0.617
C 1.8017 -1.4113 0.5511 0.3 -0.1 -0.1 -0.250
C 2.4070 -2.6454 0.8023 0.0 0.1 0.0 -0.137
C 3.7521 -2.8376 0.5763 0.1 -0.1 0.0 -0.252
C 4.5175 -1.7882 0.0855 -0.2 -0.1 0.1 -0.159
C 3.9441 -0.5618 -0.1762 0.2 0.2 -0.1 -0.270
C 2.5828 -0.3452 0.0520 0.1 -0.4 0.1 0.294
N 1.9751 0.8667 -0.2228 -0.6 0.0 0.1 -0.662
C 2.5159 1.9896 -0.7756 -0.2 0.2 0.0 0.698
O 3.6797 2.1282 -1.0785 0.2 0.1 -0.1 -0.607
C 1.4937 3.0944 -1.0334 0.1 0.0 0.0 -0.537
C 0.2026 2.9718 -0.2803 -0.1 0.2 -0.1 0.040
C 0.1405 3.3317 1.0617 0.0 0.0 -0.1 -0.239
C -1.0485 3.2361 1.7598 0.0 0.0 0.1 -0.189
C -2.1922 2.7835 1.1243 -0.1 0.0 0.0 -0.222
C -2.1390 2.4124 -0.2076 -0.1 0.0 0.0 -0.203
C -0.9471 2.5012 -0.9036 0.1 0.0 0.0 -0.225
H -1.3073 -2.7481 -3.0571 0.0 -0.1 -0.1 0.239
H -0.1110 -2.2083 -1.8694 0.1 0.0 0.0 0.228
H -1.0452 -3.6699 -1.5558 0.0 -0.1 0.0 0.224
H -3.4944 0.1922 1.9623 0.0 0.1 0.1 0.240
H -4.8942 0.4614 0.9026 -0.1 0.1 0.1 0.240
H -4.7336 -1.0596 1.7975 -0.1 0.0 0.0 0.232
H -1.9642 -3.4182 1.3183 0.1 0.2 0.1 0.208
H -1.8847 -1.8222 2.1246 0.0 -0.2 -0.1 0.203
H 1.7987 -3.4488 1.1865 0.0 0.0 0.0 0.229
H 4.2051 -3.7954 0.7807 0.0 -0.1 0.0 0.216
H 5.5728 -1.9281 -0.0944 0.1 0.0 0.0 0.217
H 4.5403 0.2489 -0.5600 0.0 0.0 0.0 0.262
H 0.9873 0.9074 0.0363 0.3 0.0 0.0 0.453
H 1.9896 4.0395 -0.8000 0.0 -0.1 -0.1 0.244
H 1.3062 3.0857 -2.1110 0.0 0.0 0.0 0.241
H 1.0316 3.6918 1.5565 0.1 0.1 0.1 0.212
H -1.0844 3.5205 2.8015 0.0 0.0 0.1 0.212
H -3.1243 2.7275 1.6675 -0.1 0.0 0.0 0.209
H -3.0252 2.0566 -0.7110 -0.1 0.0 -0.1 0.221
H -0.9125 2.2075 -1.9433 0.0 0.0 -0.1 0.214
```
Forces are in eV/Å.

- SMILES: Cc1noc(C)c1COC(=O)c1ccccc1NC(=O)Cc1ccccc1
- Charge: 0
- Multiplicity: 1
- E: -33272.1543 eV

[4]
C21H20N2O4 | ωB97M-V with the def2-TZVPD basis set

Geometry as XYZ:
```
47
Properties=species:S:1:pos:R:3:forces:R:3:nbo_charge:R:1
O -2.1311 -0.7848 -1.6227 -0.1 0.1 0.1 -0.525
C -2.4201 -0.0533 -0.7052 0.3 0.1 0.1 0.550
C -1.3419 0.5348 0.2019 0.2 0.0 -0.2 -0.345
N -0.0455 -0.0323 -0.1004 -0.2 0.3 0.0 -0.422
C 0.8609 0.8112 -0.7078 -0.3 0.1 0.2 0.820
O 0.6076 1.9909 -0.8644 0.0 0.1 -0.1 -0.648
N 2.0634 0.2670 -1.0957 0.2 0.0 -0.1 -0.477
C 3.0446 1.1690 -1.6800 0.6 0.3 -0.1 -0.256
C 4.0323 1.7694 -0.6557 -0.4 0.3 -0.3 0.101
C 3.3630 2.5013 0.5149 0.2 0.0 -0.1 -0.448
C 3.2440 1.4108 1.5820 0.1 -0.1 -0.1 -0.435
C 4.3505 0.4129 1.2002 0.0 -0.2 0.4 -0.070
O 4.8621 0.7930 -0.0639 0.0 0.0 -0.2 -0.522
C 2.3651 -1.0926 -1.0935 -0.1 -0.2 -0.1 0.674
O 3.3621 -1.5196 -1.6289 0.0 0.0 0.1 -0.574
C 1.3895 -1.9276 -0.3903 -0.3 -0.2 0.2 -0.156
C 1.6636 -3.2834 -0.2138 -0.1 0.2 0.0 -0.136
C 0.7672 -4.0959 0.4428 0.0 -0.1 0.0 -0.246
C -0.4172 -3.5518 0.9247 0.0 0.1 0.0 -0.159
C -0.7065 -2.2136 0.7552 0.0 0.1 0.0 -0.254
C 0.1950 -1.3789 0.0903 0.5 -0.5 0.0 0.210
C -3.8182 0.3172 -0.3904 -0.6 -0.1 -0.1 -0.109
C -4.1614 1.3443 0.4886 0.1 -0.2 -0.1 -0.190
C -5.4922 1.6334 0.7272 -0.1 0.1 0.1 -0.220
C -6.4919 0.9042 0.1022 0.0 0.0 0.0 -0.180
C -6.1600 -0.1162 -0.7748 0.0 0.0 0.0 -0.217
C -4.8326 -0.4047 -1.0222 0.2 0.0 0.0 -0.164
H -1.2585 1.6082 -0.0060 -0.1 -0.2 0.2 0.289
H -1.5899 0.3929 1.2570 0.0 0.0 -0.1 0.223
H 2.5107 1.9802 -2.1774 0.1 -0.1 0.0 0.233
H 3.6197 0.5856 -2.4023 -0.1 0.1 0.1 0.246
H 4.6906 2.4337 -1.2285 -0.1 0.0 0.0 0.193
H 2.4051 2.9297 0.2337 0.0 0.1 0.0 0.243
H 4.0205 3.2979 0.8636 0.0 0.0 0.0 0.211
H 2.2644 0.9328 1.5463 0.0 0.0 0.1 0.197
H 3.3899 1.8048 2.5859 -0.1 0.0 0.0 0.218
H 5.1863 0.4385 1.9075 -0.1 -0.1 0.0 0.179
H 3.9733 -0.6165 1.1546 0.1 0.1 0.0 0.172
H 2.5941 -3.6624 -0.6080 0.1 0.0 0.0 0.240
H 0.9775 -5.1450 0.5796 0.0 -0.1 0.0 0.219
H -1.1280 -4.1819 1.4382 -0.1 0.0 0.0 0.217
H -1.6409 -1.8295 1.1318 -0.1 0.0 0.0 0.214
H -3.3987 1.9330 0.9737 0.1 0.1 0.1 0.214
H -5.7526 2.4337 1.4037 0.0 0.1 0.0 0.218
H -7.5286 1.1351 0.2967 -0.1 0.0 0.0 0.217
H -6.9366 -0.6828 -1.2661 -0.1 -0.1 0.0 0.219
H -4.5509 -1.1929 -1.7044 0.0 0.0 -0.1 0.235
```
Forces are in eV/Å.

- SMILES: O=C(Cn1c(=O)n(C[C@H]2CCCO2)c(=O)c2ccccc21)c1ccccc1
- Charge: 0
- Multiplicity: 1
- E: -33273.3261 eV

Number 1: largest force on an atom 0.026 hartree/bohr. Number 2: largest force on an atom 0.097 hartree/bohr. Number 3: largest force on an atom 0.025 hartree/bohr. Number 4: largest force on an atom 0.014 hartree/bohr.